Formula: C18H20N2O5PdS
Source: OMol25
Level of theory: ωB97M-V/def2-TZVPD

Output
Charge: +2
Frontier orbital gap (spin up / spin down), eV: 7.30 / 7.30
Lowest unoccupied orbital energy (spin up / spin down), eV: -7.57 / -7.57
E, hartree: -1709.07994

Each line ends with the Mulliken charge.
Element x y z (Å)
Pd: -0.138 -1.022 1.019  0.48
O: -0.725 -2.915 1.859  -0.43
C: -0.314 -4.176 1.309  -0.51
C: 1.162 -4.521 1.409  -0.51
N: 2.097 -3.698 0.597  0.26
C: 3.155 -3.215 1.114  -0.17
C: 2.071 -0.099 3.020  0.89
O: 3.087 0.410 2.866  -0.30
O: 1.050 -0.654 3.162  -0.51
C: 1.849 -3.521 -0.855  -1.05
C: 1.236 -2.119 -1.100  0.92
O: 1.943 -1.248 -1.538  -0.55
O: -0.014 -2.031 -0.725  -0.65
H: -0.779 -2.945 2.824  0.31
H: -0.655 -4.163 0.278  0.38
H: -0.848 -4.966 1.837  0.42
H: 1.265 -5.544 1.038  0.32
H: 1.520 -4.493 2.438  0.38
H: 3.847 -2.655 0.495  0.30
H: 3.365 -3.369 2.166  0.32
H: 1.172 -4.305 -1.186  0.37
H: 2.800 -3.605 -1.372  0.49
N: 0.337 0.690 0.291  -0.31
S: -0.473 1.135 -1.139  0.42
C: -2.115 1.421 -0.531  0.63
C: -2.649 2.691 -0.372  -0.29
C: -3.962 2.809 0.062  -0.75
C: -4.720 1.678 0.324  -0.52
C: -4.183 0.411 0.126  -0.74
C: -2.881 0.275 -0.324  -0.38
C: 0.262 2.709 -1.416  0.45
C: 0.662 2.971 -2.722  -0.57
C: 1.270 4.187 -2.996  -0.70
C: 1.475 5.102 -1.974  -0.42
C: 1.081 4.818 -0.669  -0.76
C: 0.468 3.614 -0.376  0.03
H: 1.324 0.742 0.024  0.27
H: -2.067 3.576 -0.586  0.46
H: -4.392 3.793 0.190  0.42
H: -5.742 1.782 0.661  0.41
H: -4.790 -0.469 0.291  0.44
H: -2.489 -0.707 -0.565  0.51
H: 0.500 2.241 -3.505  0.46
H: 1.583 4.415 -4.005  0.42
H: 1.950 6.049 -2.193  0.42
H: 1.250 5.541 0.118  0.42
H: 0.154 3.378 0.632  0.50